1.
Here is a structure of composition C19H28ClO6Pb at a distorted geometry from the OMol25 dataset. Energies are from the ωB97M-V functional and the def2-TZVPD basis.

As for the spin multiplicity: 1. The molar mass comes out at 595.1 g/mol. Its net charge is +1. The calculation puts the HOMO energy at -0.40748 hartree. The value obtained for the frontier orbital gap is 6.21 eV. Its energy above the lowest of the compared OMol25 structures with the same formula, charge and spin is 766.45 kJ/mol. Its LUMO energy is -4.87 eV.

Each line ends with the Löwdin charge.
Atoms and positions in Å:
O: 1.3070 0.1734 -1.8172  -0.319
C: 1.0972 1.0904 -2.9353  -0.095
C: 1.9506 0.2096 -3.8401  -0.033
H: 1.5020 2.0726 -2.6917  0.136
H: 0.0403 1.1845 -3.1820  0.119
C: 2.2769 -0.6219 -2.5829  -0.524
H: 2.7995 0.6932 -4.3076  0.109
H: 1.3768 -0.3435 -4.5800  0.129
C: 3.6693 -0.3831 -2.0536  0.002
H: 3.8239 0.6739 -1.8311  0.103
H: 4.4077 -0.6862 -2.8031  0.109
H: 3.8613 -0.9570 -1.1445  0.082
C: 1.9098 -2.0788 -2.6277  0.005
H: 0.9522 -2.2364 -3.1244  0.089
H: 1.8451 -2.4977 -1.6195  0.081
H: 2.6751 -2.6365 -3.1770  0.113
Pb: 0.0579 0.0430 -0.1045  1.544
C: -1.9081 -1.4646 0.4194  -0.124
C: -2.4316 -0.0751 0.0928  -0.137
C: -2.0903 0.1681 -1.2319  -0.193
H: -2.8378 0.5806 0.8218  0.105
C: -1.4121 -0.9677 -1.7628  -0.163
C: -1.2331 -1.9320 -0.7293  -0.155
H: -0.7660 -2.8762 -0.8067  0.113
H: -1.9391 -1.9044 1.3856  0.091
H: -2.2997 1.0729 -1.7421  0.112
H: -1.0503 -1.0564 -2.7615  0.105
C: 0.2983 -0.2144 2.4284  -0.270
C: 0.7796 -1.4271 1.7985  -0.028
C: 1.8788 -1.0507 1.0052  -0.130
H: 0.3583 -2.3761 1.9092  0.128
C: 2.0630 0.3814 1.1223  -0.153
C: 1.0773 0.9093 1.9868  -0.051
H: 0.8986 1.9073 2.2226  0.123
H: -0.5537 -0.1210 3.0976  0.055
H: 2.4847 -1.7236 0.4510  0.103
H: 2.7858 0.9643 0.5988  0.115
O: 3.8394 2.6117 -6.0345  -0.169
C: 4.4446 1.5175 -6.7494  -0.220
C: 5.2029 2.1049 -7.9358  -0.161
H: 3.6535 0.8311 -7.0963  0.116
H: 5.0872 0.9649 -6.0562  0.112
C: 4.3558 3.3461 -8.2553  -0.161
H: 5.2922 1.4190 -8.7618  0.109
H: 6.2036 2.4154 -7.6210  0.117
C: 3.9334 3.7953 -6.8585  -0.196
H: 3.4755 3.0495 -8.8334  0.116
H: 4.8924 4.1060 -8.7989  0.109
H: 2.9662 4.3049 -6.8440  0.116
H: 4.6839 4.4777 -6.4282  0.120
O: -1.6908 -1.6153 3.9015  -0.235
Cl: -2.2005 -0.4271 3.1536  0.908
O: -3.4610 -0.6760 2.6168  -0.223
O: -2.1636 0.8614 3.8725  -0.233
O: -1.1229 -0.1458 1.7272  -0.519

Force components x, y, z for each atom (eV/Å):
1.907 0.188 -2.312
0.013 0.311 -0.185
0.033 -0.116 -0.014
0.053 -0.041 -0.089
-0.017 -0.071 0.027
0.665 -0.034 -0.803
0.045 0.125 -0.105
0.008 0.035 -0.043
0.238 -0.021 0.096
0.028 0.006 -0.101
-0.110 0.017 0.116
0.022 0.007 -0.033
-0.128 -0.214 0.024
0.011 -0.012 0.005
0.068 -0.039 -0.056
-0.094 0.094 0.079
-0.732 2.776 -3.084
-2.016 0.794 -2.817
-1.046 -3.226 -1.131
-1.444 -1.014 -0.357
-0.837 0.391 -0.314
-0.903 -0.140 0.064
-1.882 0.448 0.219
0.404 -0.779 -0.199
-0.478 -1.179 -0.406
-0.160 0.571 -0.509
0.125 -0.054 -0.455
-0.854 0.168 0.572
3.340 1.036 -0.228
-0.125 -0.714 2.542
-0.495 -1.224 0.176
0.506 0.765 3.146
3.044 -1.902 -0.772
-0.222 1.431 0.357
4.596 0.278 3.353
0.376 -0.324 -0.395
0.432 0.180 -0.202
0.269 -0.007 -0.623
-0.204 -0.264 0.089
-0.069 0.592 0.531
0.118 0.168 0.064
-0.016 0.083 -0.068
-0.353 -0.658 0.394
0.025 -0.251 -0.251
-0.044 -0.069 -0.061
0.074 0.281 0.183
0.075 0.071 -0.009
0.163 0.267 -0.152
0.081 -0.082 0.002
-0.156 -0.206 -0.028
-0.661 2.477 -1.554
-2.200 0.051 5.331
-1.181 -0.265 -0.818
0.369 -2.299 -0.934
-0.663 1.589 1.737

***

2.
Here is a cluster of 5 separate species, C33H30F4NO4P in total at a distorted geometry from the OMol25 dataset. Energies are from the ωB97M-V functional and the def2-TZVPD basis.

As for the structure (SMILES): CC1=C(CC(=O)O)C(=O)C=C([PH2]=N)C1=O.Fc1ccccc1.Fc1ccccc1.Fc1ccccc1.Fc1ccccc1. As for the spin multiplicity: 1. The molar mass comes out at 611.6 g/mol. The calculation puts the HOMO energy at -0.31217 hartree. The value obtained for the frontier orbital gap is 7.77 eV. Its energy above the lowest of the compared OMol25 structures with the same formula, charge and spin is 82.56 kJ/mol. Its LUMO energy is -0.73 eV.

Each line ends with the Löwdin charge.
Atoms and positions in Å:
C: -1.9149 -0.0692 -0.2235  -0.024
C: -1.2908 -1.0941 -1.1705  -0.126
C: -1.9421 -1.6098 -2.2096  -0.134
C: -3.3800 -1.2687 -2.5943  -0.006
C: -3.3363 -0.4782 -3.9408  -0.469
O: -4.2512 -0.3754 -4.6731  0.154
O: -2.1130 0.1105 -4.2482  0.068
C: -1.2062 -2.5922 -3.1297  -0.332
O: -1.7307 -3.5412 -3.6153  0.144
C: 0.2593 -2.2189 -3.4027  0.006
C: 0.9069 -1.7145 -2.3657  -0.244
P: 2.6710 -1.1673 -2.5874  0.759
N: 2.6754 -0.3138 -3.9314  -0.317
C: 0.1529 -1.5859 -1.0287  -0.341
O: 0.6576 -1.8852 0.0084  0.116
H: -2.3636 0.7463 -0.8112  0.088
H: -2.6067 -0.4925 0.5159  0.079
H: -1.0983 0.4130 0.3481  0.082
H: -3.8170 -0.5591 -1.8678  0.127
H: -4.0126 -2.1628 -2.7108  0.140
H: -1.7075 -0.3432 -5.0026  0.125
H: 0.7029 -2.3314 -4.3990  0.125
H: 3.5413 -2.2829 -2.6874  0.005
H: 3.0677 -0.2768 -1.5475  0.020
H: 2.9594 0.6428 -3.7345  -0.046
F: -3.2567 -2.5687 0.2436  0.047
C: -3.1286 -3.3685 1.3216  -0.273
C: -4.0296 -3.2482 2.3620  -0.017
C: -3.8985 -4.0752 3.4691  -0.083
C: -2.8649 -5.0017 3.5252  -0.095
C: -1.9647 -5.1060 2.4723  -0.077
C: -2.0990 -4.2882 1.3595  -0.008
H: -4.8237 -2.5142 2.3026  0.117
H: -4.6020 -3.9967 4.2881  0.105
H: -2.7616 -5.6431 4.3915  0.101
H: -1.1569 -5.8251 2.5181  0.107
H: -1.4123 -4.3603 0.5256  0.118
F: -2.2417 2.5288 0.4596  0.036
C: -3.0431 2.7274 1.5259  -0.278
C: -3.8995 3.8113 1.5342  -0.015
C: -4.7270 4.0114 2.6306  -0.081
C: -4.6802 3.1333 3.7067  -0.094
C: -3.8103 2.0509 3.6852  -0.076
C: -2.9897 1.8424 2.5858  -0.023
H: -3.9155 4.4889 0.6900  0.118
H: -5.4078 4.8528 2.6463  0.105
H: -5.3236 3.2939 4.5628  0.102
H: -3.7702 1.3687 4.5249  0.107
H: -2.3115 0.9994 2.5481  0.105
F: 5.5554 -1.4220 -3.5027  0.007
C: 6.3624 -0.4681 -4.0044  -0.292
C: 6.8388 0.5216 -3.1667  -0.023
C: 7.6744 1.5019 -3.6839  -0.086
C: 8.0133 1.4854 -5.0307  -0.098
C: 7.5214 0.4857 -5.8604  -0.081
C: 6.6944 -0.5017 -5.3442  -0.013
H: 6.5568 0.5216 -2.1212  0.114
H: 8.0607 2.2789 -3.0365  0.104
H: 8.6618 2.2533 -5.4336  0.100
H: 7.7821 0.4752 -6.9110  0.105
H: 6.3078 -1.2932 -5.9729  0.119
F: -0.3416 1.0468 5.5993  0.056
C: 0.4649 2.0020 5.1005  -0.289
C: 0.9622 2.9760 5.9449  -0.019
C: 1.7977 3.9572 5.4285  -0.084
C: 2.1162 3.9582 4.0760  -0.098
C: 1.6041 2.9749 3.2394  -0.081
C: 0.7776 1.9870 3.7553  -0.021
H: 0.6962 2.9630 6.9941  0.117
H: 2.1999 4.7216 6.0811  0.104
H: 2.7646 4.7271 3.6746  0.100
H: 1.8483 2.9776 2.1846  0.105
H: 0.3762 1.2073 3.1200  0.110

Force components x, y, z for each atom (eV/Å):
1.462 0.023 -0.020
0.165 0.089 0.138
-0.350 -0.543 -0.440
1.038 0.782 -0.388
0.869 -0.705 0.537
-1.191 0.029 -0.654
0.059 -0.553 0.610
0.956 2.006 0.520
-0.710 -1.038 -0.714
-0.890 -0.082 -0.012
0.763 -0.172 1.371
-0.506 1.886 -1.859
0.162 -0.452 0.580
-0.948 0.551 -1.587
0.638 0.015 1.070
-0.042 -0.567 0.266
0.098 0.128 -0.493
-0.386 -0.287 -0.236
0.080 -0.611 -0.175
0.207 0.487 -0.024
-0.274 0.355 -0.099
-0.217 -0.197 0.394
-0.524 0.003 0.671
-0.208 -1.111 0.416
-0.070 -0.149 -0.234
-0.251 -0.252 0.042
0.032 -0.347 0.437
-0.195 0.213 -0.036
0.182 -0.075 -0.090
-0.007 -0.043 0.073
-0.168 0.093 0.070
0.182 0.004 -0.238
0.015 -0.018 -0.036
0.011 0.029 -0.036
0.001 0.021 -0.033
-0.021 0.026 -0.036
-0.012 0.046 0.012
-0.026 0.427 0.143
-0.292 0.112 0.396
-0.015 0.163 -0.222
0.104 -0.185 0.085
-0.061 0.036 0.049
-0.086 0.148 -0.083
0.206 -0.219 -0.041
0.019 -0.038 -0.003
0.040 -0.008 -0.026
0.026 -0.008 -0.027
0.032 -0.001 -0.044
0.011 0.033 0.012
0.157 -0.112 0.080
0.244 0.360 -0.200
-0.089 -0.017 0.252
-0.030 -0.090 -0.183
0.059 0.076 -0.020
0.008 0.058 0.201
-0.094 -0.205 -0.167
0.005 -0.034 -0.020
-0.035 -0.030 0.004
-0.025 -0.028 0.010
-0.017 -0.030 0.030
-0.046 0.022 0.041
-0.053 -0.040 0.013
0.259 0.320 -0.153
-0.055 0.002 0.253
-0.043 -0.108 -0.198
0.058 0.077 -0.009
0.012 0.072 0.192
-0.131 -0.206 -0.193
-0.005 -0.037 -0.025
-0.037 -0.029 0.004
-0.025 -0.028 0.010
-0.020 -0.031 0.029
-0.006 -0.005 0.039

***

> Look up the molar mass of the first one.

595.1 g/mol